C56H98N14 | ωB97M-V/def2-TZVPD

```
168
Properties=species:S:1:pos:R:3:forces:R:3
N 9.237120 -18.473610 7.578080 0.034 -1.738 -1.069
N -0.153300 -13.261380 17.881120 -1.016 -0.434 -0.259
N 4.283850 -3.364250 12.496420 -1.465 -1.629 0.926
N -1.493630 -25.752200 14.591480 0.282 -0.061 -1.670
N 7.497320 -12.556690 14.076980 2.586 0.856 2.479
N 1.360330 -12.326610 12.177250 1.337 -4.680 -0.831
N -0.581980 -22.267570 5.840270 0.313 2.811 0.954
N -4.109220 -15.946440 11.318890 -0.301 0.700 0.322
N 10.584240 -19.222060 16.703320 0.226 0.547 -0.478
N -3.541400 -3.187670 7.925550 1.468 -0.757 -0.239
N 0.966360 -13.226000 5.570820 -2.241 1.362 -1.581
N -5.912410 -18.992000 15.603660 -1.012 0.864 0.006
N -5.742340 -4.769620 18.402780 0.538 3.871 1.427
N 7.878390 -22.815470 10.959420 3.882 -0.032 -0.261
C -5.858040 -5.815340 18.024700 -0.358 -4.528 -1.620
C 2.155030 -14.869460 11.863020 -0.505 0.156 0.117
C -2.441460 -19.165260 16.796340 -0.750 -0.385 0.832
C -4.608180 -15.036550 11.824950 0.389 -0.620 -0.568
C 0.746330 -19.026810 5.895770 0.052 0.663 0.246
C 11.053930 -23.941750 9.691620 -0.227 -1.081 -0.032
C -6.645810 -13.560300 11.817130 -0.291 -0.260 -0.834
C 10.520220 -22.927140 10.754040 -0.143 -0.621 -0.557
C -6.587210 -13.079530 10.330160 -0.343 -0.638 1.019
C 8.327180 -20.544880 19.018420 -0.241 0.702 0.288
C 2.760630 -5.140140 13.707990 0.230 0.408 -0.133
C 9.258690 -16.279110 8.957770 0.053 -0.466 -0.047
C -2.337040 -6.564760 8.757330 0.619 -0.112 -0.259
C 3.599760 -4.159860 13.010410 2.145 1.637 -0.402
C 1.698710 -13.457290 12.001550 -0.855 3.938 1.290
C 2.753450 -14.258010 19.652440 0.161 -0.428 -0.767
C -3.802300 -7.175200 16.221700 -0.646 -0.679 0.318
C -0.869130 -12.002750 4.139040 0.138 0.896 -0.569
C 10.007770 -12.981730 16.611920 0.166 -0.573 -0.123
C -6.091410 -7.187580 17.496060 0.439 0.395 0.512
C -2.820380 -13.139880 5.268550 -1.167 -0.356 0.062
C 8.336010 -12.243250 14.846110 -1.954 -0.574 -2.138
C -1.299470 -5.933890 7.791910 -0.631 0.223 0.884
C -1.070250 -25.738870 12.003460 0.170 0.034 -0.078
C 0.331780 -25.307890 11.542290 0.147 0.423 0.515
C 2.119840 -19.313040 6.511500 -0.703 -0.238 -0.210
C 4.301670 -6.781080 14.874430 -0.075 0.326 0.514
C 9.409280 -11.784060 15.773130 -0.494 -1.370 0.252
C 3.249080 -5.669790 15.083520 0.534 -0.366 -1.046
C 9.692730 -20.934480 18.452340 -0.240 -0.550 -0.407
C -5.117290 -19.804730 15.650920 1.780 -0.989 0.172
C -0.499160 -21.148230 6.183630 -0.361 -2.658 -0.740
C 0.697230 -23.873580 11.980070 -0.140 -0.113 -0.543
C -5.301960 -13.941670 12.486110 -0.867 0.908 -0.178
C 11.708140 -15.771720 8.285160 0.143 -0.262 -0.345
C 2.388910 -15.654420 13.187180 0.082 0.249 -0.297
C 2.770730 -12.727280 19.634880 -0.369 -0.915 1.917
C -2.511110 -3.723640 7.892680 -2.162 0.877 0.567
C 2.136090 -12.122830 18.420850 -0.683 0.234 -0.882
C 0.845490 -12.755790 18.091400 1.202 0.141 0.338
C -1.243450 -4.406430 7.962950 0.936 -0.278 -0.597
C 0.132000 -12.684350 4.947220 2.311 -1.458 1.608
C 9.215510 -17.503410 8.162150 -0.148 1.684 0.779
C 7.281000 -20.132410 17.931740 0.587 -1.226 0.359
C 10.698210 -15.982060 9.397560 -0.514 0.211 0.644
C 8.991440 -13.933950 17.349580 0.308 1.947 -0.884
C 10.202980 -19.962920 17.484290 0.020 -0.588 0.671
C -1.301800 -25.763090 13.445280 -0.011 0.326 1.850
C -0.450820 -19.715170 6.518910 0.004 -0.561 -0.119
C 10.748050 -25.453440 10.009590 -0.425 1.773 0.653
C -4.028030 -20.821620 15.671600 -0.650 0.022 0.366
C -2.158360 -12.761790 3.956080 -0.185 -0.491 0.171
C 2.924400 -17.094780 12.959280 -0.899 1.035 -0.158
C -4.800090 -7.998610 17.117480 -0.204 1.453 -0.909
C -2.953280 -20.617610 16.799040 0.170 0.137 -1.440
C 9.056910 -22.842270 10.869440 -3.744 -0.285 0.022
H -5.141760 -8.871290 16.560900 0.070 -0.072 0.097
H -1.660640 -19.035430 17.545720 0.046 0.040 -0.083
H 2.407830 -6.129390 15.602330 -0.129 0.230 -0.039
H 8.029600 -21.364400 19.672590 -0.468 -0.248 -0.390
H -7.588210 -12.753130 10.048120 -0.018 0.091 0.020
H 2.181840 -12.408710 20.495010 -0.045 0.155 0.164
H 3.054510 -14.859020 11.247450 0.005 -0.064 -0.042
H -2.055910 -18.887160 15.815470 -0.029 -0.058 0.024
H 7.721640 -19.480740 17.177240 -0.096 0.350 0.318
H 3.869750 -16.996770 12.425600 0.111 -0.504 0.234
H -0.446120 -11.781810 3.159060 0.278 -0.147 -0.052
H -2.292150 -7.652940 8.713300 -0.347 -0.023 -0.398
H -3.270940 -18.508860 17.059420 0.136 0.276 -0.100
H 1.071760 -26.046970 11.849360 0.058 0.074 0.055
H 1.833340 -11.086700 18.572120 0.592 0.254 -0.003
H -6.796970 -7.033850 16.679570 0.323 -0.243 -0.412
H 3.445830 -14.704340 20.366240 -0.012 0.248 0.087
H 1.455670 -15.657400 13.750350 0.017 -0.050 0.044
H -1.331420 -19.262760 6.062850 -0.236 -0.070 0.313
H -4.256760 -6.736910 15.333180 -0.369 -0.011 0.103
H 11.916810 -16.651070 7.675820 -0.413 -0.404 0.195
H 3.780300 -12.395790 19.877730 0.023 0.321 -0.642
H -0.292690 -6.292100 8.006810 -0.044 -0.163 -0.070
H 8.487320 -19.755490 19.752810 -0.046 0.452 -0.239
H 5.204450 -6.460900 14.354260 -0.070 0.281 -0.005
H -5.498760 -14.268470 13.507180 0.095 0.168 0.089
H 9.599460 -21.888990 17.934350 -0.091 -0.026 -0.331
H 7.001040 -21.027630 17.376480 -0.014 -0.182 -0.065
H 8.627680 -16.464220 9.827050 0.050 0.091 0.140
H 10.195940 -11.317430 15.180230 -0.022 -0.049 0.012
H 8.797040 -15.446690 8.426680 0.155 -0.045 -0.219
H -2.137070 -6.374190 9.811750 0.272 0.471 -0.012
H -2.884240 -12.177380 3.390690 0.313 0.311 -0.100
H 9.676580 -25.628970 10.105790 -0.130 0.031 -0.422
H 2.974250 -17.632210 13.906270 0.529 0.179 -0.009
H -4.575350 -21.758520 15.775250 0.270 -0.271 0.218
H -0.465420 -19.576280 7.599930 -0.172 -0.063 0.005
H 3.039680 -14.622870 18.666000 0.284 -0.116 -0.124
H -3.049550 -7.861910 15.834540 0.238 0.111 0.226
H -4.252690 -8.336150 17.997550 -0.270 0.039 0.102
H -7.294740 -14.429940 11.920620 -0.178 -0.006 -0.282
H 8.458190 -13.260060 18.020110 -0.360 -0.412 0.285
H -2.065200 -21.207990 16.573540 -0.246 -0.467 -0.289
H -0.091540 -23.224400 11.599910 -0.113 0.210 0.176
H 10.620280 -13.599280 15.954970 -0.134 0.034 -0.362
H 1.814770 -4.599950 13.748470 -0.398 -0.569 0.183
H -1.523810 -6.150030 6.747380 -0.128 -0.209 0.083
H 2.250160 -20.387120 6.643660 0.332 -0.072 -0.369
H 0.302400 -25.297240 10.452730 0.048 -0.186 -0.028
H 4.598960 -7.119120 15.867120 0.148 -0.243 -0.075
H 10.995430 -16.750720 10.110930 0.200 -0.248 -0.233
H 3.905340 -7.630610 14.318260 -0.175 0.017 0.066
H -0.649090 -4.002760 7.143260 0.261 0.109 0.057
H 3.658080 -4.875590 15.708070 -0.112 0.053 -0.078
H 2.773380 -12.206920 17.540570 0.014 0.157 -0.062
H -4.733710 -13.011580 12.497670 0.594 -0.333 0.152
H 0.823620 -23.681950 13.045620 -0.160 -0.378 0.039
H -0.724440 -4.159280 8.889040 -0.191 0.153 0.079
H 1.776690 -14.716300 19.807360 -0.150 0.379 0.213
H 12.697000 -15.516050 8.665770 -0.172 0.451 0.118
H -2.769470 -12.366840 6.035310 0.360 0.063 -0.036
H 2.218320 -17.676840 12.367040 0.049 0.078 -0.301
H -3.636490 -20.857010 14.654960 0.387 0.200 0.109
H -6.686050 -7.696850 18.254440 0.164 -0.201 0.105
H 12.140490 -23.860360 9.661990 0.048 0.251 0.137
H -3.332260 -6.170660 8.551620 -0.045 -0.295 -0.094
H -2.555890 -14.103180 5.704680 0.509 0.155 -0.067
H 0.519480 -17.968380 6.023670 0.204 0.210 -0.204
H 2.864360 -18.867660 5.851630 0.251 -0.286 0.253
H 11.171950 -26.102920 9.243720 0.108 -0.035 0.377
H 0.690220 -19.230240 4.826390 0.405 -0.012 -0.046
H -7.153470 -12.757790 12.352260 0.363 -0.031 0.461
H 11.348890 -15.042230 7.559300 0.159 0.355 0.191
H 2.740400 -5.975130 13.007650 -0.640 -0.160 0.084
H 10.730180 -23.772570 8.664650 -0.290 0.560 0.168
H -3.343190 -6.358850 16.779290 0.078 -0.141 0.052
H 6.339520 -19.751350 18.327340 0.314 0.289 0.162
H 10.867470 -21.910670 10.568810 0.235 -0.096 -0.022
H -1.294050 -26.748570 11.659200 -0.116 0.095 -0.301
H 11.100330 -25.603040 11.030190 0.511 -0.643 -0.164
H 10.423050 -21.168190 19.227010 0.047 0.491 0.107
H 10.878030 -23.265110 11.726590 0.156 0.192 0.102
H 8.962740 -11.012350 16.400150 0.063 -0.055 0.165
H 9.428380 -14.763010 17.906220 0.208 0.224 -0.206
H -3.887010 -13.233000 5.064290 -0.167 -0.099 0.066
H -5.922310 -12.221560 10.230610 0.172 -0.187 -0.179
H -3.330590 -21.042060 17.729400 -0.105 0.638 0.176
H -1.771690 -25.021670 11.577190 -0.284 -0.210 -0.055
H 3.120790 -15.088710 13.763750 -0.015 -0.042 0.165
H 10.755510 -12.568330 17.288730 -0.255 0.176 0.290
H 10.566850 -15.106230 10.032990 0.459 0.363 -0.139
H -1.060240 -11.013020 4.553780 -0.003 -0.023 0.361
H 1.602710 -23.528910 11.480680 0.118 -0.189 0.029
H -1.941410 -13.628190 3.331260 -0.148 -0.231 0.146
H 8.302820 -14.295330 16.585830 -0.117 -0.229 0.225
H -6.349040 -13.903570 9.657610 0.417 0.180 -0.025
H 1.350320 -15.343640 11.301160 0.130 -0.258 -0.201
H 2.218340 -18.900820 7.515720 -0.090 0.286 -0.068
```
Positions in Å, forces in eV/Å.

Computed properties:
- net charge = 0
- calculated total energy (Eh) = -2958.9539
- spin multiplicity = 1